*P*
C2H6IN2O2 | wB97M-V/def2-TZVPD

Atoms and positions in Å:
C  1.82  -2.50  0.30
C  0.34  0.75  0.71
N  1.99  -3.40  1.07
N  0.05  1.66  1.67
O  1.51  -1.62  -0.37
O  0.85  1.13  -0.43
I  -2.42  -0.40  -0.11
H  0.21  -0.28  0.99
H  1.13  0.52  -1.18
H  2.58  -3.72  1.78
H  -0.32  1.23  2.45
H  0.16  2.70  1.60
H  -3.18  -1.69  -0.37

Multiplicity: 1
Kohn-Sham gap (eV): 9.39
LUMO energy (eV): -4.4
Charge: +1

Atomic partial charges in e from the Löwdin method, atoms 1 to 6:
1 C -0.386
2 C -0.305
3 N 0.243
4 N 0.235
5 O 0.121
6 O 0.121

*Q*
C2H6IN2O2 | wB97M-V/def2-TZVPD

Atoms and positions in Å:
C  1.68  -0.89  -0.22
C  -1.06  -0.17  -0.42
N  0.10  -0.03  -1.10
N  -0.95  0.12  1.28
O  1.64  -2.05  -0.17
O  0.61  1.28  -1.27
I  3.12  0.47  0.37
H  -1.72  0.58  -0.77
H  -1.46  -1.24  -0.49
H  -1.42  -0.66  1.79
H  -1.24  1.01  1.70
H  0.10  0.08  1.53
H  0.61  1.51  -2.23

Multiplicity: 1
Kohn-Sham gap (eV): 9.14
LUMO energy (eV): -4.6
Charge: +1

Atomic partial charges in e from the Löwdin method, atoms 1 to 6:
1 C -0.758
2 C -0.131
3 N -0.137
4 N 0.178
5 O 0.082
6 O -0.149

Stability summary: most stable *P*, least stable *Q*.

*P*
C3H6OS | wB97M-V/def2-TZVPD

Atoms and positions in Å:
O  -1.16  -1.41  0.07
C  -0.81  -0.13  -0.30
C  -0.17  0.80  0.56
C  0.55  0.38  -0.56
S  1.90  -0.51  0.10
H  -0.46  -1.65  0.84
H  -1.67  0.60  -0.71
H  0.05  0.78  1.70
H  -0.52  1.80  0.36
H  0.64  0.98  -1.44
H  1.64  -1.64  -0.62

Multiplicity: 1
Kohn-Sham gap (eV): 9.95
LUMO energy (eV): 0.8
SMILES: O[C@H]1C[C@H]1S

Atomic partial charges in e from the Löwdin method, atoms 1 to 6:
1 O -0.049
2 C -0.426
3 C -0.290
4 C -0.662
5 S 0.815
6 H 0.161

*Q*
C3H6OS | wB97M-V/def2-TZVPD

Atoms and positions in Å:
C  -0.15  -1.07  -0.80
C  -0.05  0.42  -0.72
O  0.81  0.66  0.23
C  0.32  0.87  1.49
S  0.86  1.87  2.68
H  -0.90  -1.61  -1.40
H  0.97  -1.50  -1.15
H  -0.03  -1.68  0.17
H  -0.03  0.59  -1.86
H  -1.14  0.87  -0.52
H  -0.67  0.57  1.90

Multiplicity: 1
Kohn-Sham gap (eV): 8.84
LUMO energy (eV): -0.1
SMILES: CCOC=S

Atomic partial charges in e from the Löwdin method, atoms 1 to 6:
1 C -0.129
2 C -0.398
3 O -0.127
4 C -0.674
5 S 0.670
6 H 0.069

*R*
C3H6OS | wB97M-V/def2-TZVPD

Atoms and positions in Å:
C  0.88  -0.88  0.27
C  0.68  0.31  -0.71
C  -1.34  0.78  0.31
H  1.57  -0.57  1.01
H  -0.43  -1.17  0.52
H  1.42  -1.93  -0.09
H  1.53  1.05  -0.87
H  0.01  0.22  -1.70
H  -1.78  1.12  1.54
O  -0.25  1.38  -0.01
S  -2.30  -0.31  -0.28

Multiplicity: 1
Kohn-Sham gap (eV): 9.05
LUMO energy (eV): 0.4

Atomic partial charges in e from the Löwdin method, atoms 1 to 6:
1 C -0.121
2 C -0.182
3 C -0.915
4 H 0.030
5 H 0.091
6 H 0.124

Stability summary: most stable *P*, least stable *R*.

*P*
C2H2ClN2O2 | wB97M-V/def2-TZVPD

Atoms and positions in Å:
C  0.52  0.55  0.53
C  1.49  0.28  -0.52
N  -0.12  -1.16  -0.55
N  -0.43  -0.36  0.47
O  2.33  1.04  -0.89
O  1.04  -0.78  -1.20
Cl  -0.49  2.79  3.70
H  0.67  1.48  1.19
H  -0.40  -2.12  -0.67

Multiplicity: 1
Kohn-Sham gap (spin up / spin down) (eV): 7.88 / 5.96
LUMO energy (spin up / spin down) (eV): -7.2 / -9.6
Charge: +1

Atomic partial charges in e from the Löwdin method, atoms 1 to 6:
1 C 0.108
2 C -0.414
3 N 0.177
4 N 0.204
5 O 0.295
6 O 0.197

*Q*
C2H2ClN2O2 | wB97M-V/def2-TZVPD

Atoms and positions in Å:
O  -1.35  -1.59  -0.64
C  -0.71  -0.65  -0.50
O  -1.33  0.51  -0.54
N  -0.61  1.24  0.40
N  0.57  0.84  0.58
C  0.82  -0.35  -0.05
Cl  2.65  -1.19  -0.43
H  -1.02  2.28  0.49
H  0.99  -1.10  0.69

Multiplicity: 1
Kohn-Sham gap (eV): 8.08
LUMO energy (eV): -8.3
SMILES: O=C1O[NH+]=N[C@@H]1Cl
Charge: +1

Atomic partial charges in e from the Löwdin method, atoms 1 to 6:
1 O 0.290
2 C -0.439
3 O 0.164
4 N 0.127
5 N 0.182
6 C -0.320

Stability summary: most stable *P*, least stable *Q*.

*P*
H2INS | wB97M-V/def2-TZVPD

Atoms and positions in Å:
N  1.04  -0.41  -0.15
S  -0.04  0.66  0.19
I  -2.38  -0.05  0.08
H  1.27  -1.39  1.10
H  0.10  1.19  -1.21

Multiplicity: 1
Kohn-Sham gap (spin up / spin down) (eV): 8.30 / 8.30
LUMO energy (spin up / spin down) (eV): -0.7 / -0.7

Need the Löwdin charges? In units of e they are:
1 N -0.620
2 S 0.161
3 I 0.239
4 H 0.205
5 H 0.014

*Q*
H2INS | wB97M-V/def2-TZVPD

Atoms and positions in Å:
N  0.72  -1.03  -0.71
S  0.06  -0.68  0.55
I  -2.16  0.51  0.01
H  0.81  -0.32  -1.46
H  0.57  1.52  1.60

Multiplicity: 1
Kohn-Sham gap (spin up / spin down) (eV): 8.02 / 7.57
LUMO energy (spin up / spin down) (eV): -1.6 / -1.3

Need the Löwdin charges? In units of e they are:
1 N -0.525
2 S 0.287
3 I 0.158
4 H 0.027
5 H 0.053

Stability summary: most stable *Q*, least stable *P*.

*P*
C7H14N2O | wB97M-V/def2-TZVPD

Atoms and positions in Å:
C  1.03  -0.96  -0.16
C  0.11  0.22  0.18
C  -1.19  0.06  -0.66
C  1.69  -1.59  1.02
C  -0.29  0.29  1.66
C  0.95  1.47  -0.12
C  -1.51  0.84  -1.85
N  0.27  -1.96  -0.85
N  -0.77  -1.63  -1.35
O  -2.29  -0.19  0.20
H  1.74  -0.69  -0.89
H  1.91  -0.83  1.66
H  2.74  -2.04  0.97
H  1.07  -2.29  1.62
H  0.59  0.37  2.34
H  -1.02  -0.58  1.84
H  -0.76  1.20  1.90
H  1.20  1.57  -1.24
H  1.94  1.30  0.31
H  0.47  2.37  0.19
H  -0.65  1.42  -2.18
H  -2.28  1.54  -1.67
H  -1.90  0.14  -2.66
H  -3.04  -0.02  -0.25

Multiplicity: 1
Kohn-Sham gap (eV): 8.58
LUMO energy (eV): 0.8

Atomic partial charges in e from the Löwdin method, atoms 1 to 6:
1 C -0.365
2 C -0.426
3 C -0.374
4 C -0.067
5 C -0.048
6 C -0.040

*Q*
C7H14N2O | wB97M-V/def2-TZVPD

Atoms and positions in Å:
H  0.17  1.88  -1.31
N  -0.56  1.32  -1.77
C  -1.02  0.40  -1.02
C  -2.02  -0.56  -1.59
C  -1.34  0.66  0.82
O  -2.14  -0.03  1.40
N  0.37  0.18  1.21
C  1.10  1.33  1.76
C  0.86  -0.46  -0.03
C  2.04  -0.03  -0.58
C  0.51  -1.93  -0.06
H  -1.52  -1.27  -2.25
H  -2.54  -1.10  -0.80
H  -2.77  -0.01  -2.17
H  -1.31  1.76  0.87
H  0.23  -0.53  1.93
H  2.13  1.06  1.97
H  0.59  1.67  2.65
H  1.10  2.14  1.03
H  2.43  -0.57  -1.43
H  2.41  0.98  -0.46
H  -0.55  -2.09  0.17
H  0.73  -2.33  -1.04
H  1.09  -2.47  0.69

Multiplicity: 1
Kohn-Sham gap (eV): 7.74
LUMO energy (eV): 0.1
SMILES: [H]/N=C(/C)[C@@H]([O-])[N@H+](C)C(=C)C

Atomic partial charges in e from the Löwdin method, atoms 1 to 6:
1 H 0.035
2 N 0.104
3 C -0.370
4 C -0.076
5 C -0.336
6 O -0.022

*R*
C7H14N2O | wB97M-V/def2-TZVPD

Atoms and positions in Å:
C  4.42  -0.30  0.06
C  2.31  0.63  -0.23
C  0.69  0.37  -0.38
C  0.11  -0.65  0.09
C  -1.33  -0.95  0.06
C  -3.47  0.04  -0.71
C  -2.13  1.16  0.80
H  4.76  -0.22  -0.92
H  4.77  -1.48  0.53
H  4.59  0.64  0.89
H  2.78  -1.42  -0.15
H  0.25  1.16  -0.70
H  0.59  -1.50  0.49
H  -1.56  -1.64  -0.93
H  -2.03  -1.51  1.06
H  -4.16  -0.75  -0.34
H  -4.29  0.99  -1.15
H  -3.41  -0.75  -1.39
H  -3.01  1.23  1.38
H  -1.14  1.03  1.75
H  -2.26  2.43  0.59
N  2.98  -0.40  -0.02
N  -2.08  0.22  -0.25
O  2.62  1.67  -0.55

Multiplicity: 1
Kohn-Sham gap (eV): 9.08
LUMO energy (eV): 0.6

Atomic partial charges in e from the Löwdin method, atoms 1 to 6:
1 C -0.074
2 C -0.626
3 C 0.038
4 C -0.167
5 C -0.244
6 C -0.143

Stability summary: most stable *P*, least stable *R*.

*P*
C7H14N2O | wB97M-V/def2-TZVPD

Atoms and positions in Å:
C  0.11  -1.63  -0.07
C  1.06  -0.48  0.02
C  -1.01  0.57  0.13
C  1.86  -0.08  -1.27
C  1.98  -0.69  1.14
C  -2.04  0.99  1.02
C  -1.41  0.90  -1.32
N  0.33  0.71  0.38
N  -1.09  -1.39  0.06
O  -2.23  -1.85  0.02
H  0.48  -2.61  -0.10
H  1.96  0.93  -1.30
H  1.23  -0.31  -2.07
H  2.94  -0.45  -1.36
H  2.67  0.10  1.38
H  2.59  -1.51  1.04
H  1.43  -0.80  2.14
H  -1.62  1.20  2.07
H  -2.78  0.22  1.09
H  -2.53  1.99  0.71
H  -1.84  1.91  -1.26
H  -2.12  0.10  -1.77
H  -0.53  1.03  -1.98
H  0.58  1.14  1.30

Multiplicity: 1
Kohn-Sham gap (eV): 8.75
LUMO energy (eV): 0.8

Atomic partial charges in e from the Löwdin method, atoms 1 to 6:
1 C -0.038
2 C -0.530
3 C -0.431
4 C -0.005
5 C -0.067
6 C -0.052

*Q*
C7H14N2O | wB97M-V/def2-TZVPD

Atoms and positions in Å:
O  0.33  2.59  0.66
N  0.77  1.88  -0.24
N  -0.05  0.94  -0.66
C  -1.43  0.76  -0.12
C  -1.81  -0.64  0.21
C  -0.96  -1.35  1.31
C  0.52  -1.00  1.37
C  1.42  -1.46  0.24
C  0.85  -1.36  -1.18
C  0.49  0.07  -1.70
H  -1.45  1.44  0.75
H  -2.17  1.26  -0.78
H  -2.90  -0.63  0.55
H  -1.74  -1.21  -0.73
H  -1.27  -1.06  2.35
H  -1.00  -2.45  1.19
H  0.97  -1.47  2.26
H  0.64  0.08  1.54
H  1.67  -2.49  0.50
H  2.38  -0.90  0.32
H  1.54  -1.85  -1.90
H  -0.09  -1.95  -1.26
H  1.42  0.59  -2.00
H  -0.17  -0.01  -2.58

Multiplicity: 1
Kohn-Sham gap (eV): 9.93
LUMO energy (eV): 0.9
SMILES: O=NN1CCCCCCC1

Atomic partial charges in e from the Löwdin method, atoms 1 to 6:
1 O -0.081
2 N -0.058
3 N -0.157
4 C -0.150
5 C -0.192
6 C -0.182

Stability summary: most stable *Q*, least stable *P*.